Record 1
Entry from the Open Molecules 2025 dataset: 9 unconnected molecules or ions with the total composition C52H132F4N7O13P2S4 at a distorted geometry (ωB97M-V/def2-TZVPD).

Structure (ORCA input):
```
! wB97M-V def2-TZVPD RIJCOSX def2/J DEFGRID3
* xyz 5 1
C -2.29 8.47 2.83
C -1.96 8.90 1.41
C -1.13 7.90 0.61
O -1.91 6.77 0.33
C -1.56 6.18 -0.92
N -3.27 9.10 0.67
H -3.19 9.19 -0.34
H -3.81 8.23 0.80
H -3.83 9.85 1.08
H -1.39 8.33 3.43
H -2.85 7.53 2.77
H -2.87 9.23 3.35
H -1.47 9.87 1.35
H -0.22 7.63 1.16
H -0.79 8.43 -0.29
H -2.18 5.31 -1.10
H -0.49 5.96 -1.02
H -1.70 6.86 -1.78
C 4.52 2.63 -2.67
C 4.59 3.80 -1.72
C 3.69 3.71 -0.53
O 4.04 4.73 0.37
C 3.32 4.63 1.61
N 6.03 4.01 -1.23
H 5.92 4.67 -0.45
H 6.33 3.13 -0.80
H 6.66 4.27 -1.98
H 3.49 2.34 -2.90
H 5.01 1.74 -2.25
H 4.98 2.83 -3.64
H 4.44 4.71 -2.31
H 3.84 2.72 -0.05
H 2.64 3.73 -0.86
H 2.30 4.94 1.36
H 3.68 5.36 2.34
H 3.35 3.62 2.02
C -3.79 3.74 0.44
C -3.82 4.01 1.91
C -5.02 4.82 2.39
O -4.68 6.15 2.09
C -5.51 7.07 2.81
N -3.79 2.64 2.65
H -2.89 2.16 2.41
H -3.84 2.80 3.65
H -4.57 2.05 2.38
H -2.90 3.16 0.14
H -3.69 4.68 -0.10
H -4.63 3.17 0.03
H -2.88 4.43 2.29
H -5.16 4.73 3.48
H -5.90 4.51 1.82
H -5.42 6.92 3.89
H -6.56 7.03 2.50
H -5.21 8.09 2.57
C -6.34 -3.13 3.52
C -4.84 -3.13 3.57
C -4.19 -3.74 2.34
O -4.55 -5.05 2.08
C -4.04 -6.02 3.04
N -4.30 -1.69 3.73
H -4.64 -1.15 2.94
H -4.73 -1.31 4.58
H -3.29 -1.68 3.87
H -6.80 -2.68 4.40
H -6.68 -4.14 3.34
H -6.71 -2.61 2.63
H -4.52 -3.60 4.51
H -3.12 -3.55 2.20
H -4.65 -3.24 1.47
H -4.49 -5.84 4.01
H -2.95 -5.98 3.09
H -4.34 -6.98 2.64
C 1.65 0.79 4.39
C 0.63 1.61 5.14
C 0.77 3.12 4.89
O 2.09 3.45 5.13
C 2.30 4.86 5.03
N -0.78 1.23 4.70
H -0.91 1.49 3.69
H -0.97 0.23 4.80
H -1.43 1.78 5.26
H 1.50 0.86 3.31
H 1.57 -0.27 4.65
H 2.64 1.10 4.71
H 0.63 1.45 6.22
H 0.13 3.61 5.65
H 0.37 3.38 3.90
H 2.06 5.20 4.01
H 3.35 5.08 5.20
H 1.68 5.40 5.74
C 10.09 -4.67 1.47
C 9.23 -5.14 2.64
C 7.78 -5.34 2.24
C 7.11 -4.20 1.50
P 5.32 -4.38 1.23
C 5.12 -5.77 0.12
C 5.80 -5.71 -1.24
C 5.52 -6.96 -2.08
C 6.09 -6.81 -3.47
C 4.52 -4.64 2.83
C 4.99 -3.74 3.97
C 4.78 -2.23 3.81
C 4.93 -1.53 5.17
C 4.82 -2.84 0.42
C 3.32 -2.71 0.19
C 2.95 -1.33 -0.38
C 3.25 -0.14 0.54
H 9.66 -3.78 1.01
H 10.15 -5.48 0.73
H 11.14 -4.52 1.73
H 9.29 -4.38 3.43
H 9.60 -6.07 3.06
H 7.20 -5.54 3.16
H 7.69 -6.28 1.68
H 7.46 -4.15 0.46
H 7.24 -3.19 1.89
H 4.07 -6.06 0.00
H 5.55 -6.60 0.69
H 6.87 -5.52 -1.19
H 5.44 -4.86 -1.83
H 4.43 -7.05 -2.16
H 5.90 -7.86 -1.59
H 6.15 -7.78 -3.97
H 7.10 -6.38 -3.48
H 5.47 -6.19 -4.12
H 4.73 -5.69 3.03
H 3.44 -4.59 2.67
H 6.02 -3.93 4.27
H 4.34 -4.09 4.77
H 3.79 -2.03 3.38
H 5.54 -1.86 3.12
H 4.44 -2.13 5.94
H 4.38 -0.59 5.15
H 5.97 -1.37 5.43
H 5.31 -2.72 -0.55
H 5.17 -2.00 1.02
H 2.70 -2.89 1.08
H 2.93 -3.45 -0.52
H 1.88 -1.31 -0.57
H 3.43 -1.21 -1.35
H 2.73 0.75 0.19
H 4.32 0.10 0.57
H 2.87 -0.24 1.56
C -0.57 -3.17 -0.56
C -2.09 -3.32 -0.60
C -2.78 -3.08 -1.93
C -2.50 -1.72 -2.55
P -3.51 -1.35 -4.03
C -5.19 -1.97 -3.86
C -5.95 -2.05 -5.18
C -7.47 -1.94 -5.03
C -8.20 -2.00 -6.35
C -2.76 -2.08 -5.52
C -2.65 -3.63 -5.44
C -1.21 -4.12 -5.41
C -0.45 -3.80 -6.70
C -3.57 0.43 -4.29
C -4.50 1.19 -3.36
C -4.27 2.72 -3.46
C -4.96 3.27 -4.72
H -0.21 -2.17 -0.79
H -0.19 -3.85 -1.34
H -0.11 -3.53 0.36
H -2.58 -2.66 0.14
H -2.35 -4.27 -0.13
H -3.85 -3.28 -1.80
H -2.48 -3.88 -2.62
H -1.45 -1.53 -2.77
H -2.82 -0.95 -1.84
H -5.71 -1.31 -3.16
H -5.18 -2.98 -3.44
H -5.68 -2.91 -5.81
H -5.62 -1.27 -5.88
H -7.64 -1.01 -4.47
H -7.83 -2.74 -4.38
H -7.81 -1.27 -7.07
H -9.23 -1.69 -6.19
H -8.20 -3.00 -6.78
H -1.79 -1.59 -5.57
H -3.39 -1.70 -6.32
H -3.24 -4.04 -6.26
H -3.22 -3.94 -4.55
H -1.20 -5.20 -5.27
H -0.67 -3.72 -4.54
H -0.48 -2.73 -6.92
H -0.98 -4.27 -7.53
H 0.56 -4.19 -6.64
H -3.82 0.64 -5.34
H -2.54 0.76 -4.10
H -4.25 0.88 -2.33
H -5.57 1.01 -3.50
H -3.19 2.81 -3.54
H -4.64 3.19 -2.55
H -4.65 2.69 -5.59
H -4.58 4.28 -4.92
H -6.03 3.30 -4.57
N -0.08 0.35 -3.99
S 1.20 -0.67 -4.02
O 1.14 -1.79 -3.14
O 2.47 -0.04 -4.14
F 0.92 -1.28 -5.43
S 0.47 1.56 -3.16
O 0.80 2.72 -3.90
O 1.14 1.29 -1.92
F -1.01 1.94 -2.54
N -1.15 1.98 1.84
S -0.95 0.53 1.00
O 0.13 -0.32 1.34
O -1.45 0.46 -0.31
F -2.24 -0.22 1.83
S -0.17 2.84 0.91
O -0.67 3.36 -0.30
O 1.23 2.60 1.01
F -0.28 4.18 1.86
*
```

Results
**DFT total energy**: -6095.058079 a.u.
**HOMO-LUMO gap**: 6.43 eV



Record 2
Entry from the Open Molecules 2025 dataset: C19H25N3OS in the gas phase at a distorted geometry (ωB97M-V/def2-TZVPD).

Structure (ORCA input):
```
! wB97M-V def2-TZVPD RIJCOSX def2/J DEFGRID3
* xyz 0 1
C 0.02 0.59 -4.59
C 0.56 1.96 -4.20
C 1.15 1.97 -2.78
C 1.80 3.32 -2.47
N 0.09 1.76 -1.83
C -0.07 0.71 -1.17
S 1.04 -0.75 -1.31
C 0.90 -1.41 0.32
N 1.97 -1.96 0.82
C 1.90 -2.50 2.05
C 3.05 -3.11 2.60
C 3.00 -3.66 3.85
C 1.82 -3.63 4.62
C 1.83 -4.25 5.99
C 0.69 -3.05 4.10
C 0.70 -2.48 2.82
C -0.43 -1.87 2.23
C -0.35 -1.35 0.97
C -1.48 -0.71 0.23
N -1.07 0.59 -0.25
C -2.01 1.69 -0.15
C -3.09 1.63 -1.25
O -4.04 2.66 -1.15
C -3.58 3.92 -1.57
H 0.80 -0.16 -4.53
H -0.37 0.61 -5.60
H -0.79 0.29 -3.91
H 1.35 2.25 -4.90
H -0.24 2.70 -4.25
H 1.91 1.17 -2.71
H 1.05 4.11 -2.53
H 2.21 3.31 -1.46
H 2.60 3.52 -3.18
H 3.95 -3.12 2.01
H 3.88 -4.12 4.27
H 2.58 -3.77 6.61
H 0.86 -4.14 6.47
H 2.07 -5.31 5.92
H -0.22 -3.02 4.68
H -1.37 -1.84 2.78
H -2.34 -0.58 0.88
H -1.77 -1.36 -0.61
H -1.43 2.61 -0.26
H -2.48 1.67 0.84
H -3.66 0.70 -1.15
H -2.59 1.65 -2.23
H -3.13 3.87 -2.57
H -4.45 4.57 -1.60
H -2.84 4.34 -0.88
*
```

Results
**Relative energy (zero: lowest compared OMol25 entry of this formula, charge and spin)**: 173.2 kJ/mol
**DFT total energy**: -1376.701226 a.u.
**SMILES string**: CC[C@@H](C)/N=C1\Sc2nc3ccc(C)cc3cc2CN1CCOC
**HOMO-LUMO gap**: 8.49 eV



Record 3
Entry from the Open Molecules 2025 dataset: a molecular structure, C34H41FeN3O2P2S (ωB97M-V/def2-TZVPD).

Structure (ORCA input):
```
! wB97M-V def2-TZVPD RIJCOSX def2/J DEFGRID3
* xyz 2 5
Fe 0.30 -0.01 -0.87
C -1.61 1.47 1.38
C -0.59 2.61 1.41
P 0.69 2.29 0.13
C 2.26 2.87 0.83
C 3.10 3.74 0.12
C 4.34 4.09 0.66
C 4.74 3.59 1.89
C 3.90 2.73 2.59
C 2.68 2.37 2.06
C 0.36 3.42 -1.24
C 0.02 4.75 -1.00
C -0.23 5.62 -2.06
C -0.14 5.16 -3.36
C 0.22 3.84 -3.62
C 0.47 2.98 -2.56
P -2.22 1.28 -0.35
C -3.66 2.36 -0.40
C -4.86 2.00 0.23
C -5.94 2.86 0.20
C -5.83 4.09 -0.44
C -4.65 4.45 -1.06
C -3.56 3.58 -1.05
C -2.81 -0.45 -0.47
C -3.80 -0.58 -1.58
C -4.49 -1.70 -1.68
C -2.83 -3.37 -0.97
C -1.68 -3.31 -0.02
C -1.71 -1.94 0.66
H -2.42 1.63 2.09
H -1.09 0.54 1.67
H -0.11 2.70 2.38
H -1.07 3.57 1.19
H 2.80 4.14 -0.83
H 4.98 4.77 0.11
H 5.69 3.88 2.30
H 4.21 2.34 3.55
H 2.05 1.68 2.61
H -0.04 5.13 0.01
H -0.50 6.65 -1.86
H -0.34 5.83 -4.19
H 0.30 3.49 -4.63
H 0.77 1.96 -2.78
H -4.96 1.03 0.72
H -6.87 2.58 0.68
H -6.67 4.77 -0.45
H -4.57 5.41 -1.56
H -2.65 3.85 -1.56
H -3.95 0.25 -2.27
H -5.23 -1.87 -2.46
H -2.86 -4.28 -1.55
H -1.12 -4.16 0.33
H -0.95 -1.77 1.42
C 4.45 1.15 -2.34
S 3.55 0.42 -0.99
C 4.41 -1.13 -0.84
O 2.19 0.06 -1.62
H 4.72 0.40 -3.08
H 5.33 1.64 -1.93
H 3.79 1.89 -2.78
H 5.43 -0.92 -0.52
H 4.41 -1.65 -1.81
H 3.90 -1.71 -0.08
C 1.99 -4.18 1.20
N 1.89 -3.96 -0.24
C 2.27 -5.06 -1.11
C 1.43 -2.82 -0.73
O 1.09 -1.84 -0.04
H 3.04 -4.24 1.49
H 1.51 -5.12 1.45
H 1.51 -3.36 1.73
H 1.60 -5.91 -0.96
H 3.29 -5.37 -0.89
H 2.21 -4.75 -2.15
H 1.40 -2.79 -1.83
N -4.24 -2.12 0.66
C -4.20 -2.77 -0.65
C -1.62 -2.56 -1.35
N -1.50 -1.23 -0.67
C -3.10 -1.27 0.84
H -4.36 -2.78 1.42
H -4.94 -3.56 -0.67
H -1.07 -2.75 -2.26
H -3.20 -0.69 1.75
*
```

Results
**Relative energy (zero: lowest compared OMol25 entry of this formula, charge and spin)**: 354.5 kJ/mol
**DFT total energy**: -3978.991579 a.u.
**HOMO-LUMO gap (alpha / beta)**: 8.68 / 8.32 eV